Below is one molecule with the formula C5H11NO, with properties calculated with ωB97M-V/def2-TZVPD.

Geometry as XYZ:
```
18
Properties=species:S:1:pos:R:3:nbo_charge:R:1
C 0.6614 1.7654 0.3269 -0.63
C 0.8963 0.2730 0.3029 -0.03
C 0.3387 -0.4944 1.4897 -0.45
C -0.6949 -1.1275 0.2786 0.29
O -0.7067 -2.4989 0.2181 -0.69
N 0.0719 -0.4719 -0.6414 -0.46
C -0.4514 0.0302 -1.8672 -0.41
H -0.3871 1.9996 0.5454 0.20
H 1.2729 2.2159 1.1151 0.22
H 0.9234 2.2355 -0.6273 0.21
H 1.9593 0.0828 0.1075 0.18
H 1.0575 -1.1860 1.9337 0.22
H -0.1348 0.0828 2.2843 0.20
H -1.7403 -0.7644 0.2038 0.12
H -1.3093 -2.6195 0.9789 0.46
H -1.0290 0.9593 -1.7418 0.17
H 0.3701 0.2288 -2.5610 0.20
H -1.0980 -0.7107 -2.3460 0.21
```

Summary:
* E_HOMO: -0.3090 Ha
* maximum force: 2.96 eV Å⁻¹
* E: -327.04338 a.u.
* energy above the lowest of the compared OMol25 structures with the same formula, charge and spin: 55.2 kcal per mole
* SMILES: C[C@H]1C[C@H](O)N1C
* lowest unoccupied orbital energy: 1.0 eV
* net charge: 0

=====

Below is C5H11NO as an isolated structure, with properties calculated with ωB97M-V/def2-TZVPD.

Geometry as XYZ:
```
18
Properties=species:S:1:pos:R:3:nbo_charge:R:1
C -1.7735 -1.0696 -1.1104 -0.61
C -1.0863 -0.7381 0.1901 -0.09
C -0.1329 -1.6635 0.8515 -0.25
N 0.3516 -0.5258 0.1012 -0.44
C 0.9394 0.5757 0.8358 -0.43
C 0.7416 1.8518 0.2527 -0.11
O 2.2586 1.8053 -0.7346 -0.85
H -1.9276 -0.1604 -1.7049 0.21
H -2.7482 -1.5427 -0.9505 0.21
H -1.1463 -1.7485 -1.6971 0.22
H -1.6269 -0.0644 0.8600 0.19
H 0.0704 -2.6473 0.4300 0.20
H -0.0689 -1.6152 1.9403 0.19
H 0.9926 0.5025 1.9246 0.21
H 2.1802 0.9316 0.0796 0.46
H 0.0270 2.0125 -0.5556 0.20
H 0.9574 2.7340 0.8474 0.22
H 1.9919 1.3618 -1.5600 0.48
```

Summary:
* E_HOMO: -0.2791 Ha
* maximum force: 0.43 eV Å⁻¹
* E: -326.93814 a.u.
* energy above the lowest of the compared OMol25 structures with the same formula, charge and spin: 121.2 kcal per mole
* lowest unoccupied orbital energy: 1.0 eV
* net charge: 0

=====

Below is one molecule with the formula C5H11NO, with properties calculated with ωB97M-V/def2-TZVPD.

Geometry as XYZ:
```
18
Properties=species:S:1:pos:R:3:nbo_charge:R:1
C -2.0493 0.0296 0.4355 -0.65
C -0.6561 0.2225 -0.1177 -0.12
C -0.3424 1.6158 -0.5757 -0.63
C 0.1855 -0.8184 -0.2704 0.31
O -0.2069 -2.1340 -0.0487 -0.70
C 1.6811 -0.7530 -0.4087 -0.28
N 2.4156 -0.1082 0.6470 -0.82
H -2.6648 -0.5742 -0.2370 0.21
H -2.0284 -0.4613 1.4114 0.21
H -2.5505 0.9880 0.5514 0.22
H 0.6442 1.6855 -1.0245 0.21
H -1.0887 1.9483 -1.2997 0.21
H -0.3737 2.3088 0.2677 0.21
H -1.1072 -2.1575 0.2943 0.48
H 1.6130 -0.1713 -1.3984 0.20
H 2.0880 -1.7496 -0.5860 0.22
H 2.4065 -0.6755 1.4876 0.36
H 2.0339 0.8042 0.8717 0.36
```

Summary:
* E_HOMO: -0.3002 Ha
* maximum force: 3.05 eV Å⁻¹
* E: -327.06798 a.u.
* energy above the lowest of the compared OMol25 structures with the same formula, charge and spin: 39.8 kcal per mole
* SMILES: CC(C)=C(O)CN
* lowest unoccupied orbital energy: 0.8 eV
* net charge: 0

=====

Below is a 2-piece molecular cluster, C5H11NO overall, with properties calculated with ωB97M-V/def2-TZVPD.

Geometry as XYZ:
```
18
Properties=species:S:1:pos:R:3:nbo_charge:R:1
C 2.9027 -0.3023 1.1685 -0.41
C 1.9223 -0.4723 0.2577 -0.17
C 0.4901 -0.4596 0.6194 -0.29
N 0.0284 0.9643 0.4402 -0.60
C -1.2480 1.1681 1.0893 0.03
C -1.8978 2.2739 1.5445 -0.53
H 3.9582 -0.1366 0.8508 0.20
H 2.7325 0.3083 2.1082 0.20
H 2.1403 -0.7918 -0.8092 0.21
H 0.2494 -1.0559 1.5058 0.20
H 0.0085 -0.9265 -0.2215 0.20
H 0.7496 1.6179 0.7895 0.37
H -1.8585 0.2229 1.0609 0.17
H -1.4920 3.0470 2.1700 0.21
H -2.9528 2.0026 1.6755 0.20
O -1.9493 -2.4278 -5.1403 -0.95
H -1.9854 -3.3015 -4.6944 0.47
H -1.7982 -1.7306 -4.4150 0.47
```

Summary:
* E_HOMO: -0.3122 Ha
* maximum force: 3.18 eV Å⁻¹
* E: -326.99152 a.u.
* energy above the lowest of the compared OMol25 structures with the same formula, charge and spin: 87.7 kcal per mole
* SMILES: C=CCNC=C.O
* lowest unoccupied orbital energy: 0.6 eV
* net charge: 0